{
  "formula": "C46H48BrF6N5O4",
  "method": "ωB97M-V/def2-TZVPD",
  "species": ["C", "C", "C", "C", "C", "C", "C", "C", "C", "C", "C", "C", "N", "N", "N", "C", "C", "C", "C", "C", "C", "C", "C", "C", "C", "C", "C", "C", "C", "C", "C", "C", "F", "F", "F", "C", "C", "C", "F", "F", "F", "C", "C", "C", "H", "H", "H", "H", "H", "H", "H", "H", "H", "H", "H", "H", "H", "H", "H", "H", "H", "H", "H", "H", "H", "H", "H", "H", "H", "H", "H", "H", "H", "H", "H", "H", "H", "H", "H", "H", "H", "H", "H", "C", "C", "O", "C", "O", "N", "C", "C", "C", "C", "C", "Br", "C", "C", "N", "O", "O", "C", "H", "H", "H", "H", "H", "H", "H", "H", "H"],
  "coordinates": [[-2.744, -1.976, 2.137], [-2.798, -0.470, 1.886], [-3.266, 0.260, 3.143], [-3.608, -0.117, 0.649], [-4.973, 0.163, 0.772], [-5.766, 0.316, -0.361], [-5.203, 0.184, -1.630], [-3.841, -0.070, -1.793], [-3.317, -0.165, -3.233], [-3.324, 1.191, -3.940], [-4.072, -1.213, -4.054], [-3.036, -0.200, -0.641], [-1.649, -0.545, -0.776], [-1.302, -1.588, -1.567], [0.058, -1.595, -1.580], [0.770, -2.616, -2.301], [1.669, -2.270, -3.337], [1.721, -0.847, -3.895], [0.436, -0.483, -4.640], [2.929, -0.580, -4.796], [2.450, -3.284, -3.890], [2.261, -4.613, -3.517], [1.303, -4.942, -2.559], [0.548, -3.946, -1.933], [-0.446, -4.387, -0.851], [0.276, -5.010, 0.346], [-1.504, -5.326, -1.436], [0.566, -0.586, -0.795], [1.988, -0.380, -0.617], [2.841, -1.437, -0.222], [4.209, -1.251, -0.177], [5.064, -2.403, 0.281], [6.296, -2.413, -0.306], [5.263, -2.375, 1.640], [4.478, -3.614, -0.003], [4.799, -0.029, -0.507], [3.956, 1.027, -0.851], [4.567, 2.341, -1.279], [3.628, 3.226, -1.738], [5.232, 2.966, -0.256], [5.470, 2.165, -2.296], [2.576, 0.900, -0.813], [-0.502, 0.121, -0.284], [-0.440, 1.218, 0.560], [-2.447, -2.523, 1.234], [-2.016, -2.176, 2.933], [-3.732, -2.338, 2.451], [-1.774, -0.135, 1.702], [-3.294, 1.343, 2.967], [-4.255, -0.087, 3.460], [-2.553, 0.060, 3.949], [-5.411, 0.249, 1.769], [-6.832, 0.525, -0.254], [-5.835, 0.282, -2.518], [-2.283, -0.503, -3.149], [-2.788, 1.944, -3.349], [-2.835, 1.114, -4.920], [-4.352, 1.546, -4.097], [-4.013, -2.192, -3.565], [-5.129, -0.939, -4.172], [-3.626, -1.305, -5.053], [1.818, -0.172, -3.033], [-0.453, -0.673, -4.029], [0.450, 0.581, -4.913], [0.352, -1.081, -5.558], [3.868, -0.861, -4.304], [2.838, -1.128, -5.743], [2.982, 0.491, -5.030], [3.201, -3.035, -4.646], [2.852, -5.404, -3.985], [1.135, -5.982, -2.278], [-0.972, -3.493, -0.504], [1.059, -4.336, 0.721], [-0.429, -5.201, 1.167], [0.748, -5.961, 0.061], [-2.028, -4.827, -2.260], [-1.042, -6.243, -1.823], [-2.245, -5.597, -0.674], [2.403, -2.383, 0.090], [5.873, 0.097, -0.469], [1.933, 1.761, -0.975], [0.545, 1.638, 0.680], [-1.349, 1.698, 0.901], [1.100, 6.181, 0.072], [0.908, 6.317, 1.557], [0.771, 4.951, 2.078], [0.626, 4.993, 3.416], [0.625, 6.029, 4.066], [0.482, 3.705, 3.938], [0.336, 3.452, 5.312], [0.330, 4.395, 6.326], [0.327, 3.917, 7.640], [0.401, 2.531, 7.878], [0.482, 1.608, 6.821], [0.822, -0.215, 7.153], [0.365, 2.067, 5.513], [0.431, 1.478, 4.162], [0.257, 0.121, 3.780], [-0.509, -0.606, 4.449], [0.836, -0.297, 2.739], [0.531, 2.488, 3.252], [1.157, 7.172, -0.387], [2.025, 5.642, -0.164], [0.270, 5.636, -0.389], [1.773, 6.803, 2.027], [0.001, 6.886, 1.801], [0.334, 5.447, 6.075], [0.278, 4.610, 8.476], [0.408, 2.153, 8.895], [0.705, 2.441, 2.196]],
  "e_lumo_ev": -0.5069,
  "spin_multiplicity": 1,
  "charge": 0,
  "orbital_gap_ev": 6.0,
  "total_energy_ha": -5529.53460,
  "e_above_lowest_kj_mol": 18.2
}